48
Properties=species:S:1:pos:R:3:forces:R:3 method="wB97M-V/def2-TZVPD" orbital_gap_ev=9.23 e_tot_ha=-1736.597034 relative_energy_kj_mol=296.9 smiles="COc1cc(Cl)ccc1OCc1cc(C(=O)NCc2cc(C(C)C)no2)no1" e_lumo_ev=0.5
C 0.5984 -3.2244 0.4988 -0.217 -0.071 0.109
H 0.0914 -2.5957 1.2376 0.026 -0.024 -0.017
O 1.8106 -2.6438 0.0770 0.394 0.074 0.002
C 2.7795 -2.4113 0.9937 0.240 0.065 -0.094
C 2.6776 -2.7137 2.3461 -0.111 -0.031 -0.129
C 3.7324 -2.4258 3.1987 0.163 0.122 -0.293
C 4.8970 -1.8407 2.7389 -0.121 -0.054 0.169
C 4.9980 -1.5358 1.3920 -0.231 -0.089 -0.259
C 3.9636 -1.8156 0.5171 -0.085 0.017 0.070
O 4.1075 -1.5390 -0.8315 0.094 -0.308 0.254
C 3.6850 -0.2426 -1.2193 -0.140 0.201 0.147
C 2.2077 -0.0775 -1.0748 -0.577 -0.171 -0.887
C 1.1591 -0.3590 -1.9056 0.378 0.333 0.534
C 0.0216 -0.0736 -1.1132 1.106 0.051 0.063
N 0.3870 0.3466 0.0778 -1.040 -0.068 -0.005
O 1.7314 0.3481 0.1072 0.527 0.038 -0.057
C -1.4040 -0.2152 -1.4991 -0.363 0.062 0.468
O -1.7557 -0.5727 -2.6043 0.158 -0.024 -0.271
N -2.2530 0.0600 -0.4842 -0.058 -0.023 0.241
H -1.8626 0.4329 0.3686 0.031 -0.023 -0.028
C -3.6877 0.0728 -0.6706 -0.061 0.061 -0.015
C -4.1994 1.4645 -0.8496 0.010 0.472 -0.690
C -4.0873 2.3529 -1.8787 -0.131 -0.448 0.573
C -4.7534 3.5135 -1.4022 0.030 -0.373 0.321
N -5.2081 3.3045 -0.1951 -0.420 1.164 -0.064
O -4.8697 2.0430 0.1622 0.354 -0.894 -0.028
C -4.9520 4.8147 -2.1038 0.006 0.072 -0.075
C -3.5970 5.4539 -2.4129 -0.205 0.016 0.159
H -3.7408 6.4189 -2.8927 0.030 0.096 -0.076
H -3.0292 5.6038 -1.4975 0.101 0.026 0.040
H -3.0180 4.8192 -3.0802 0.093 -0.051 -0.085
C -5.7603 4.6011 -3.3847 -0.017 0.093 0.244
H -5.2230 3.9520 -4.0723 0.043 -0.072 -0.111
H -5.9378 5.5542 -3.8768 -0.019 0.075 -0.098
H -6.7208 4.1451 -3.1566 -0.094 -0.049 -0.046
H -5.5127 5.4665 -1.4273 0.038 -0.065 -0.028
H -3.6099 2.1959 -2.8223 0.134 -0.089 -0.239
H -4.1768 -0.3832 0.1935 0.013 -0.025 -0.137
H -3.8889 -0.5124 -1.5729 -0.066 0.062 0.225
H 1.1734 -0.7222 -2.9096 0.052 -0.102 -0.250
H 4.1948 0.5235 -0.6182 -0.024 -0.088 -0.148
H 3.9694 -0.1492 -2.2690 -0.075 0.094 0.149
H 5.8966 -1.0829 1.0020 0.091 0.040 -0.078
H 5.7072 -1.6260 3.4160 0.057 0.006 0.084
Cl 3.5742 -2.8146 4.8731 -0.025 -0.063 0.268
H 1.7881 -3.1690 2.7490 -0.085 -0.038 0.013
H -0.0171 -3.2956 -0.3967 0.002 -0.021 0.079
H 0.7575 -4.2248 0.9115 -0.010 0.024 -0.004

45
Properties=species:S:1:pos:R:3:forces:R:3 method="wB97M-V/def2-TZVPD" orbital_gap_ev=8.61 e_tot_ha=-1470.047639 relative_energy_kj_mol=0.0 smiles=CCc1ccc([C@@H]2C[C@@H](c3cccc(Cl)c3)n3nc(N)nc3N2)cc1 e_lumo_ev=0.7
C 4.3931 1.5229 5.5541 -0.058 -0.162 0.125
H 5.1556 1.4755 4.7799 0.082 0.041 -0.064
H 4.8840 1.5772 6.5229 0.088 0.073 0.078
H 3.8129 2.4311 5.4068 -0.014 0.109 -0.019
C 3.4847 0.2938 5.4821 0.113 0.198 -0.056
C 2.8075 0.2212 4.1440 -0.040 -0.122 0.098
C 1.5928 0.8590 3.9280 0.020 -0.050 0.015
C 0.9904 0.8329 2.6840 0.011 -0.016 -0.110
C 1.5908 0.1663 1.6250 0.014 0.109 -0.071
C 2.8032 -0.4765 1.8366 -0.028 0.026 -0.053
C 3.4046 -0.4438 3.0806 -0.055 0.015 0.067
H 4.3496 -0.9462 3.2305 0.109 -0.065 0.029
H 3.2750 -0.9989 1.0179 0.061 -0.055 -0.079
C 0.9124 0.1065 0.2802 -0.238 -0.130 0.260
N 1.8971 0.1191 -0.7860 0.174 0.194 0.123
C 1.4777 -0.2480 -2.0256 -0.222 -0.446 -0.476
N 2.1044 -0.0766 -3.1732 0.300 0.275 0.087
C 1.2799 -0.6967 -4.0628 -0.376 0.053 0.921
N 0.2055 -1.2398 -3.5312 -0.388 -0.279 -0.728
N 0.3400 -0.9465 -2.2044 0.818 0.398 0.193
C -0.6295 -1.2433 -1.1938 -0.321 -0.185 0.192
C -1.7935 -0.2716 -1.2013 -0.112 0.024 -0.098
C -1.7228 0.9582 -1.8401 0.052 -0.075 -0.023
C -2.7946 1.8338 -1.7913 -0.013 0.003 0.053
C -3.9457 1.5006 -1.1010 -0.061 -0.028 0.034
C -4.0118 0.2707 -0.4658 0.185 0.051 -0.086
C -2.9505 -0.6151 -0.5128 0.012 0.092 -0.054
H -3.0257 -1.5717 -0.0182 -0.050 -0.123 0.072
Cl -5.4438 -0.1683 0.3997 -0.175 -0.049 0.100
H -4.7828 2.1790 -1.0580 -0.093 0.035 0.018
H -2.7320 2.7859 -2.2959 -0.004 0.085 -0.047
H -0.8366 1.2325 -2.3922 0.094 -0.017 -0.082
C 0.1061 -1.1966 0.1561 0.005 0.140 -0.234
H -0.6103 -1.2619 0.9743 0.010 0.003 -0.024
H 0.7982 -2.0377 0.2248 0.008 -0.025 0.047
H -1.0163 -2.2533 -1.3774 0.105 0.138 0.037
N 1.5343 -0.6784 -5.4052 0.043 -0.043 -0.316
H 1.0597 -1.4002 -5.9234 0.080 0.027 -0.043
H 2.5081 -0.5543 -5.6315 -0.058 -0.072 -0.030
H 2.5897 0.8513 -0.7653 -0.014 0.011 -0.049
H 0.2140 0.9575 0.1898 0.149 -0.163 0.057
H 0.0446 1.3342 2.5323 -0.105 0.072 -0.028
H 1.1130 1.3816 4.7431 -0.051 0.056 0.106
H 2.7353 0.3536 6.2739 0.014 -0.092 0.010
H 4.0826 -0.6052 5.6441 -0.073 -0.031 0.049

45
Properties=species:S:1:pos:R:3:forces:R:3 method="wB97M-V/def2-TZVPD" orbital_gap_ev=9.28 e_tot_ha=-1551.954803 relative_energy_kj_mol=68.3 smiles="O=C(COC(=O)C1(c2ccc(Cl)cc2)CCCC1)NCc1ccco1" e_lumo_ev=0.6
O -2.0263 -3.6348 1.4871 -0.111 -0.440 0.086
C -1.3494 -2.7611 0.9953 0.561 0.284 -0.220
N -1.7233 -1.4744 0.8835 -0.010 0.390 -0.081
H -1.1083 -0.8244 0.4161 0.004 -0.114 0.030
C -3.0471 -1.0038 1.2455 -0.130 -0.233 -0.203
C -3.7693 -0.4725 0.0525 0.204 0.856 0.333
C -3.9064 0.7975 -0.4286 0.095 -0.576 0.383
C -4.6536 0.6884 -1.6264 -0.180 -0.512 -0.258
C -4.9073 -0.6383 -1.7854 -0.159 0.796 -0.465
O -4.3752 -1.3467 -0.7788 0.106 -0.512 0.271
H -5.4383 -1.1815 -2.5416 -0.052 -0.167 -0.044
H -4.9575 1.4866 -2.2716 -0.108 0.112 -0.187
H -3.5351 1.6959 0.0186 0.112 0.185 0.190
H -2.9620 -0.2162 1.9999 -0.114 -0.080 -0.066
H -3.5767 -1.8655 1.6605 0.029 0.185 0.064
C 0.0524 -3.0572 0.4481 -0.112 -0.604 0.319
H 0.6551 -3.5216 1.2364 -0.203 0.076 -0.156
H -0.0439 -3.7636 -0.3820 -0.006 0.120 0.113
O 0.6967 -1.8822 -0.0254 -0.242 -0.036 -0.279
C 1.8683 -1.5299 0.5286 0.319 0.257 0.071
O 2.4680 -2.1959 1.3256 0.013 -0.052 0.034
C 2.3012 -0.1781 -0.0202 0.105 -0.288 0.166
C 1.1866 0.8059 0.2639 -0.079 0.116 0.003
C 0.7043 1.7169 -0.6656 0.057 -0.113 0.118
C -0.3069 2.6037 -0.3349 -0.136 0.118 0.100
C -0.8438 2.5866 0.9406 0.168 -0.095 -0.098
C -0.3743 1.6911 1.8885 -0.032 0.047 0.015
C 0.6353 0.8128 1.5448 0.012 0.172 -0.121
H 1.0052 0.1208 2.2880 0.026 -0.095 0.115
H -0.7893 1.6863 2.8839 -0.068 0.018 0.097
Cl -2.1036 3.6976 1.3620 -0.102 0.091 0.031
H -0.6724 3.3085 -1.0649 -0.060 0.076 -0.050
H 1.1153 1.7562 -1.6608 0.062 -0.044 -0.163
C 2.6836 -0.3400 -1.5046 -0.090 0.000 -0.065
C 3.7810 0.7033 -1.7790 0.035 0.083 -0.052
H 3.4425 1.4690 -2.4762 0.038 -0.002 -0.075
C 4.1329 1.3173 -0.4160 0.042 0.000 0.055
H 5.2013 1.4950 -0.3087 0.008 0.093 0.033
H 3.6155 2.2691 -0.2859 0.042 0.055 -0.003
C 3.6131 0.3147 0.6089 0.004 -0.007 -0.019
H 4.2943 -0.5304 0.7123 0.009 -0.026 0.027
H 3.4606 0.7581 1.5912 0.016 -0.073 0.082
H 4.6532 0.2225 -2.2200 -0.006 0.022 -0.065
H 3.0841 -1.3452 -1.6470 -0.044 -0.009 -0.029
H 1.8194 -0.2406 -2.1582 -0.024 -0.073 -0.035

59
Properties=species:S:1:pos:R:3:forces:R:3 method="wB97M-V/def2-TZVPD" orbital_gap_ev=6.13 e_tot_ha=-2136.733430 relative_energy_kj_mol=179.9 e_lumo_ev=3.6 charge=-2
Cs -1.2416 -0.9594 -0.5062 -0.344 -0.621 0.151
O 0.8263 -0.0548 -3.3808 -0.032 0.018 0.030
C 0.3506 0.7463 -2.5603 0.070 0.118 -0.066
O 0.6191 0.8238 -1.3266 0.429 0.526 -0.181
C -0.6583 1.7741 -3.0896 0.051 0.124 0.010
C -0.2434 2.5813 -4.1020 0.030 0.032 0.057
C -1.0446 3.6484 -4.5696 0.138 0.197 0.194
C -2.2808 3.8855 -4.0065 0.000 0.026 0.051
C -2.7495 3.0421 -3.0223 -0.116 -0.055 -0.177
C -1.9960 1.9100 -2.5008 0.114 0.035 -0.007
O -2.4188 1.1301 -1.6305 -0.272 0.805 -0.539
N -4.0755 3.3471 -2.5162 0.282 0.023 0.553
O -4.4381 4.5256 -2.5237 -0.093 0.018 -0.204
O -4.7538 2.4524 -2.0521 -0.104 -0.026 -0.208
N -0.5817 4.4974 -5.6217 -0.571 -0.867 -0.816
O -1.3358 5.3636 -6.0661 0.159 0.350 0.277
O 0.4926 4.2354 -6.1568 0.262 0.286 0.268
H 0.7263 2.4088 -4.5477 -0.004 0.012 -0.010
H -2.8901 4.7104 -4.3405 0.003 0.006 -0.005
N 0.2483 2.7303 1.1753 0.004 -0.058 -0.063
C -1.0399 2.1036 1.5016 0.013 0.049 -0.019
C -0.8252 0.8329 2.3137 0.042 0.051 0.134
N -2.0725 0.1056 2.4896 -0.090 -0.211 -0.067
H 0.0623 3.6152 0.7149 0.008 0.019 0.050
H 0.6662 2.1606 0.4371 -0.011 0.007 -0.011
H -1.6285 1.8768 0.6058 -0.030 -0.095 0.065
H -1.6353 2.7974 2.1067 0.018 0.038 -0.028
H -0.3141 1.1076 3.2496 -0.035 -0.027 0.023
H -0.1224 0.1774 1.7939 0.046 0.089 0.021
H -2.6769 0.4861 3.2035 0.068 0.135 -0.016
H -1.9591 -0.8859 2.6845 0.050 0.017 0.081
C 2.0637 -4.8824 -0.4264 0.016 -0.026 0.039
C 1.9294 -3.3776 -0.3663 0.058 0.116 0.021
O 0.9185 -2.8041 -0.6999 0.179 -0.333 -0.111
N 3.0251 -2.7092 0.1010 -0.039 0.024 -0.034
C 3.0197 -1.2681 0.2933 -0.013 0.033 0.100
C 3.3052 -0.9183 1.7311 0.022 -0.003 0.009
C 4.5858 -0.5864 2.1638 -0.012 0.046 -0.027
C 4.7906 -0.2981 3.5030 0.010 0.010 0.011
C 3.7102 -0.3474 4.3672 -0.009 -0.003 0.007
C 2.4691 -0.6873 3.8450 -0.004 -0.006 -0.024
N 2.2666 -0.9711 2.5650 0.011 -0.051 0.023
H 1.2501 -5.2707 -1.0318 0.011 -0.007 -0.006
H 1.9752 -5.2929 0.5810 -0.004 0.004 0.000
H 3.0235 -5.1878 -0.8462 0.005 -0.002 0.002
H 3.8268 -3.2395 0.3938 -0.004 -0.001 0.012
H 2.0264 -0.9027 0.0409 0.009 0.024 -0.210
H 3.7305 -0.7820 -0.3777 0.021 -0.023 0.002
H 5.3991 -0.5367 1.4503 -0.001 -0.005 -0.001
H 5.7766 -0.0292 3.8628 -0.003 0.002 0.005
H 3.8144 -0.1201 5.4198 0.010 0.004 -0.002
H 1.5922 -0.7274 4.4826 -0.006 -0.002 -0.002
F -4.2489 -5.1800 2.1853 -0.004 0.000 -0.017
C -4.1543 -4.0266 1.4722 -0.052 -0.051 -0.030
F -4.3247 -4.3716 0.1825 0.008 0.005 0.025
F -5.2300 -3.2839 1.8130 0.018 -0.021 -0.007
C -2.8080 -3.2866 1.7715 0.117 -0.010 0.124
O -2.7073 -2.9367 2.9569 0.012 0.033 -0.005
O -2.0356 -3.1515 0.8100 -0.442 -0.779 0.546